Molecular formula: C21H16HfN4O4S
Method: DFT, ωB97M-V with the def2-TZVPD basis set

The geometry in XYZ format:
```
47
Properties=species:S:1:pos:R:3:lowdin_charge:R:1
Hf 0.563 0.195 0.746 1.57
N -1.950 2.337 3.680 0.12
C -1.389 1.729 2.634 -0.77
S 0.360 1.413 2.865 0.65
N -2.158 1.443 1.619 0.04
N -1.468 0.841 0.571 -0.13
C -2.112 0.622 -0.540 -0.13
C -3.537 0.853 -0.756 -0.19
C -3.930 1.556 -1.902 -0.03
C -5.271 1.814 -2.128 -0.04
C -6.219 1.339 -1.231 -0.03
C -5.834 0.629 -0.101 -0.04
C -4.494 0.404 0.156 -0.01
C -1.267 0.059 -1.647 -0.18
C -1.806 -0.488 -2.792 0.05
C -0.949 -0.990 -3.769 0.03
C 0.418 -0.951 -3.572 0.01
C 0.894 -0.429 -2.384 -0.07
N 0.077 0.071 -1.447 -0.04
H -1.427 2.577 4.504 0.11
H -2.936 2.549 3.639 0.13
H -3.192 1.934 -2.599 0.13
H -5.575 2.380 -2.998 0.12
H -7.269 1.527 -1.414 0.12
H -6.583 0.261 0.588 0.12
H -4.199 -0.131 1.047 0.12
H -2.878 -0.532 -2.916 0.14
H -1.363 -1.414 -4.675 0.14
H 1.112 -1.329 -4.309 0.13
H 1.955 -0.406 -2.166 0.13
O 1.012 -2.525 3.079 0.21
C 1.398 -2.026 2.088 -0.50
O 0.498 -1.685 1.002 -0.22
C 2.804 -1.661 1.748 -0.15
C 3.767 -2.526 2.229 0.03
C 5.136 -2.376 1.951 0.09
C 5.494 -1.307 1.181 -0.18
O 6.728 -0.924 0.803 0.09
C 6.598 0.302 0.079 -0.04
O 5.170 0.596 0.024 0.07
C 4.560 -0.389 0.693 -0.22
C 3.223 -0.536 0.957 -0.02
H 3.436 -3.368 2.822 0.14
H 5.867 -3.074 2.333 0.15
H 6.961 0.168 -0.936 0.15
H 7.094 1.103 0.620 0.15
H 2.681 0.367 0.627 0.06
```

Its LUMO energy is -7.7 eV. The value obtained for the total energy is -1775.5455 Eh. For the HOMO-LUMO gap, the calculation gives 6.689 eV. The spin multiplicity is 1. The charge is +2.

=====

Molecular formula: C21H16N2O4
Method: DFT, ωB97M-V with the def2-TZVPD basis set

The geometry in XYZ format:
```
43
Properties=species:S:1:pos:R:3:lowdin_charge:R:1
C -4.759 -2.101 -0.666 -0.03
C -3.657 -1.182 -0.246 -0.31
C -2.419 -1.712 0.178 0.06
C -1.411 -0.866 0.575 -0.04
C -0.098 -1.433 0.973 -0.42
O 0.744 -0.877 1.639 0.13
O 0.061 -2.674 0.485 0.01
C 1.343 -3.272 0.630 -0.11
C 2.225 -2.914 -0.574 -0.07
N 2.459 -1.491 -0.617 0.04
C 3.392 -0.856 0.200 -0.36
O 4.200 -1.428 0.882 0.14
C 3.160 0.593 0.000 -0.07
C 3.782 1.689 0.560 0.01
C 3.320 2.950 0.195 -0.06
C 2.274 3.100 -0.703 -0.07
C 1.645 1.994 -1.267 0.00
C 2.103 0.745 -0.902 -0.08
C 1.628 -0.603 -1.287 -0.37
O 0.724 -0.922 -2.019 0.14
C -1.643 0.539 0.551 -0.07
C -0.711 1.521 0.939 -0.02
C -1.022 2.851 0.848 -0.08
C -2.273 3.266 0.369 -0.08
C -3.206 2.341 -0.005 -0.01
C -2.919 0.963 0.077 -0.21
N -3.884 0.102 -0.298 0.16
H -5.628 -1.519 -0.959 0.08
H -4.436 -2.715 -1.504 0.08
H -5.029 -2.764 0.155 0.08
H -2.271 -2.780 0.187 0.13
H 1.177 -4.349 0.674 0.13
H 1.813 -2.918 1.554 0.13
H 3.186 -3.425 -0.485 0.14
H 1.719 -3.195 -1.501 0.14
H 4.592 1.566 1.261 0.12
H 3.783 3.828 0.621 0.11
H 1.936 4.091 -0.966 0.11
H 0.824 2.101 -1.957 0.13
H 0.248 1.214 1.321 0.10
H -0.296 3.591 1.151 0.10
H -2.494 4.322 0.304 0.10
H -4.179 2.629 -0.372 0.11
```

The value obtained for the energy relative to the best compared isomer or geometry (same formula, charge and spin) is 0.00 kcal/mol. Its LUMO energy is -0.4 eV. The value obtained for the total energy is -1220.4026 Eh. For the HOMO-LUMO gap, the calculation gives 8.351 eV. The spin multiplicity is 1. The charge is 0.

=====

Molecular formula: C21H17ClF3N5O4
Method: DFT, ωB97M-V with the def2-TZVPD basis set

The geometry in XYZ format:
```
51
Properties=species:S:1:pos:R:3:lowdin_charge:R:1
O -2.437 2.166 6.992 0.20
C -2.231 1.995 5.914 -0.45
O -3.229 1.399 5.132 0.02
C -0.835 2.390 5.042 -0.10
N -0.890 2.116 3.758 0.17
N 0.268 2.180 3.002 -0.05
C -0.127 1.999 1.653 -0.04
C -0.836 0.647 1.408 -0.39
O -1.153 -0.117 2.298 0.08
N -1.101 0.474 0.034 -0.13
C -0.309 1.053 -0.990 -0.11
C 0.962 0.088 -1.682 -0.09
N 0.457 -1.159 -1.922 -0.17
C 0.167 -1.510 -3.253 -0.07
N 0.889 -0.591 -4.199 0.12
C 0.973 -0.968 -5.365 -0.24
C 0.521 -2.000 -6.031 -0.11
C 0.511 -2.417 -7.441 -0.88
F 1.397 -3.510 -7.733 0.04
F -0.464 -2.900 -7.850 0.33
F 0.954 -1.592 -8.203 0.28
C -0.240 -2.900 -5.180 0.06
C -0.548 -2.745 -3.705 -0.82
Cl -1.493 -3.578 -2.919 0.95
C 0.010 -1.776 -0.859 -0.20
C -1.178 -0.945 -0.145 -0.15
C 1.297 2.542 3.467 -0.42
O 2.238 2.572 2.665 0.05
C 1.507 2.594 5.002 -0.08
C 2.553 2.641 5.551 -0.13
C 2.697 2.850 6.820 -0.17
C 1.803 2.892 7.687 -0.05
C 0.398 2.432 7.224 0.19
C 0.278 2.519 5.731 -0.08
H -2.730 1.241 4.137 0.18
H -0.862 2.958 1.193 0.23
H 0.833 2.014 1.126 0.11
H 0.219 2.112 -0.845 0.15
H -1.227 1.068 -1.776 0.16
H 1.242 0.538 -2.632 0.11
H 1.603 0.130 -0.873 0.10
H 1.592 -0.262 -6.086 0.17
H -0.699 -4.001 -5.454 0.17
H -0.528 -2.820 -1.129 0.10
H 0.727 -1.741 0.075 0.17
H -1.509 -1.360 0.816 0.10
H -2.240 -0.883 -0.938 0.19
H 3.452 2.911 5.012 0.16
H 3.879 2.962 7.374 0.20
H 1.961 2.818 8.832 0.14
H -0.332 2.274 7.764 0.00
```

Its LUMO energy is -0.9 eV. The value obtained for the total energy is -2144.4046 Eh. For the HOMO-LUMO gap, the calculation gives 7.121 eV. The spin multiplicity is 1. The charge is 0.

=====

Molecular formula: C21H17ClF3N5S
Method: DFT, ωB97M-V with the def2-TZVPD basis set

The geometry in XYZ format:
```
48
Properties=species:S:1:pos:R:3:lowdin_charge:R:1
C -2.823 2.895 1.089 -0.07
C -1.718 1.920 1.483 -0.20
N -0.758 1.758 0.424 -0.01
C 0.248 2.618 0.095 -0.61
S 0.527 4.106 0.939 0.99
C 2.194 4.497 0.271 -0.39
C 3.241 3.735 1.013 -0.30
C 3.761 4.230 2.204 -0.05
C 4.706 3.504 2.907 -0.08
C 5.136 2.275 2.439 -0.11
C 4.608 1.782 1.256 -0.66
Cl 5.128 0.245 0.664 0.68
C 3.668 2.501 0.537 -0.07
N 0.936 2.161 -0.920 0.02
N 0.405 0.989 -1.271 0.09
C -0.606 0.737 -0.481 -0.25
C -1.434 -0.437 -0.580 -0.07
C -2.830 -0.567 -0.447 -0.07
N -3.213 -1.798 -0.703 0.11
N -2.126 -2.491 -1.009 -0.03
C -2.252 -3.841 -1.396 -0.19
C -1.536 -4.345 -2.474 -0.01
C -1.700 -5.670 -2.833 -0.07
C -2.581 -6.481 -2.138 -0.08
C -3.312 -5.964 -1.080 -0.07
C -3.152 -4.644 -0.705 -0.01
C -1.013 -1.714 -0.943 -0.03
C 0.384 -2.217 -1.055 -0.56
F 0.491 -3.502 -0.652 0.14
F 1.221 -1.526 -0.275 0.16
F 0.880 -2.177 -2.301 0.15
H -2.402 3.881 0.907 0.06
H -3.551 2.969 1.892 0.08
H -3.329 2.562 0.185 0.07
H -1.188 2.302 2.361 0.11
H -2.132 0.936 1.716 0.12
H 2.159 4.232 -0.783 0.08
H 2.299 5.573 0.404 0.08
H 3.423 5.185 2.579 0.11
H 5.110 3.896 3.828 0.10
H 5.869 1.702 2.984 0.10
H 3.255 2.103 -0.377 0.10
H -3.557 0.179 -0.197 0.11
H -0.869 -3.710 -3.035 0.11
H -1.142 -6.066 -3.667 0.11
H -2.704 -7.514 -2.425 0.10
H -4.007 -6.592 -0.543 0.10
H -3.714 -4.220 0.112 0.11
```

Its LUMO energy is 0.5 eV. The value obtained for the total energy is -2242.2184 Eh. For the HOMO-LUMO gap, the calculation gives 8.748 eV. The spin multiplicity is 1. The charge is 0.

=====

Table of molar mass (g/mol), in record order: 598.9 360.4 495.8 463.9